No. 1
16
Properties=species:S:1:pos:R:3 method="wB97M-V/def2-TZVPD" charge=+1 gap_ev="9.22 / 4.95"
Br -2.98037 -0.44405 0.18449
N 2.59866 -2.92699 -0.71225
N 0.21590 -0.72349 0.91781
N 1.83377 -2.25104 -0.09530
C 0.19537 1.46681 -0.14798
C -2.24751 0.89066 -0.81920
C 1.07224 -1.51027 0.42242
C 0.37864 0.73567 1.13854
C -0.94955 1.58571 -0.92020
H -1.04406 2.37036 -1.69197
H -0.52404 -1.06595 1.60222
H 1.01422 2.08851 -0.48711
H -0.38727 1.00737 1.79907
H 1.48879 1.00970 1.36078
H -2.97871 1.44828 -1.35357
H 2.31393 -3.68130 -1.19773

No. 2
14
Properties=species:S:1:pos:R:3 method="wB97M-V/def2-TZVPD" gap_ev="8.24 / 7.49"
Br 0.42401 1.37356 2.06946
O -0.13938 1.71702 -0.64351
C 1.05226 -1.76027 0.47398
C 0.69468 2.09719 0.31914
C -0.04458 -1.32230 -0.34601
C -0.83899 -0.60699 -1.02631
C -1.27475 0.94837 -0.60953
H 2.10054 -1.88996 0.02571
H -1.82541 1.03490 0.40939
H -2.07909 1.12190 -1.29955
H -1.54547 -0.76778 -1.77041
H 1.16196 -1.24246 1.40922
H 1.67597 1.92975 0.07248
H 0.63826 -2.63292 0.91594

No. 3
14
Properties=species:S:1:pos:R:3 method="wB97M-V/def2-TZVPD" gap_ev=10.27 smiles="OCC(Br)=C1CC1"
Br 1.76863 -1.27658 -1.43219
O -0.70684 -2.78391 -0.48144
C 0.34140 0.47504 0.31239
C 0.30491 -0.58769 -0.40770
C -0.91528 -1.38100 -0.68507
C -0.35730 1.56633 1.12348
C 1.14728 1.69552 0.69318
H -0.03366 -2.98422 -1.20304
H -0.72950 1.19474 1.97891
H -1.33583 -1.21024 -1.66934
H -1.15046 2.22856 0.71024
H 1.13611 2.37789 -0.14485
H 2.10557 1.72478 1.21198
H -1.57504 -1.03921 -0.00655

No. 4
13
Properties=species:S:1:pos:R:3 method="wB97M-V/def2-TZVPD" gap_ev=9.09 smiles="C=C/C(C)=C/Cl"
Cl -0.32751 -2.65939 1.33674
C -0.92717 -0.94012 -1.14561
C 0.15445 -1.01332 1.11958
C 0.25002 1.09079 -0.25511
C -0.15606 -0.33025 -0.02858
C 1.03305 1.80500 0.61616
H -1.93982 -0.55269 -1.20826
H -0.05702 1.57066 -1.17325
H 1.29568 1.42764 1.60307
H 0.71458 -0.56904 1.92875
H -0.97256 -2.01481 -1.07478
H -0.42475 -0.62757 -2.09930
H 1.35710 2.81310 0.38057

Relative energy (zero: lowest compared OMol25 entry of this formula, charge and spin) values, unit kJ/mol, following the record order: 534.19, 532.63, 195.00, 79.49.